# 1
# C21H20N6O3

C21H20N6O3 in the gas phase (ωB97M-V/def2-TZVPD, the OMol25 dataset).

```
50
Properties=species:S:1:pos:R:3
O -1.140 1.088 1.038
O -5.453 0.037 2.070
O -0.035 -1.786 -0.510
N -3.309 0.534 1.531
N -4.774 -0.472 -0.031
N 2.480 1.790 0.645
N -1.734 -0.113 -1.723
N -3.748 -0.936 -2.190
N 1.444 -0.134 -0.097
C 2.362 1.458 -1.711
C -3.153 1.039 2.885
C 0.389 -0.675 -0.752
C 3.349 -1.245 0.920
C 2.082 1.073 -0.397
C -0.336 0.201 -1.794
C 5.983 -2.015 0.476
C -4.571 0.029 1.238
C 5.698 -0.997 1.370
C -2.506 0.054 -0.597
C 3.642 -2.265 0.023
C -3.747 -0.468 -0.922
C -2.201 0.605 0.686
C 4.387 -0.611 1.589
C -6.058 -1.024 -0.400
C 4.952 -2.649 -0.198
C 3.020 2.657 -1.918
C 1.923 -0.809 1.112
C 3.390 3.426 -0.826
C 3.106 2.931 0.437
C -2.526 -0.719 -2.625
H -2.193 -0.988 -3.608
H -3.874 1.835 3.068
H 6.500 -0.501 1.897
H -0.186 1.260 -1.571
H 4.163 0.187 2.280
H 1.832 -0.108 1.942
H -3.331 0.237 3.601
H -2.137 1.414 2.978
H 3.254 2.978 -2.923
H 5.170 -3.446 -0.894
H 7.006 -2.316 0.305
H 3.901 4.367 -0.951
H 2.111 0.820 -2.541
H 3.395 3.468 1.330
H 1.268 -1.668 1.271
H 0.015 -0.032 -2.802
H -6.512 -0.416 -1.183
H -6.688 -1.025 0.487
H -5.922 -2.038 -0.776
H 2.834 -2.759 -0.497
```

Properties
- spin multiplicity = 1
- energy relative to the best compared isomer or geometry (same formula, charge and spin) (eV) = 0.117
- charge = 0

Results of the Löwdin charge analysis, in e, for atoms 1 through 5: 0.081 0.080 0.091 0.037 0.011

---

# 2
# C21H20N8Sn

A molecular structure, C21H20N8Sn (ωB97M-V/def2-TZVPD, the OMol25 dataset).

```
50
Properties=species:S:1:pos:R:3
Sn 1.919 2.047 1.325
N 0.626 3.895 1.127
N 1.022 -1.941 -0.179
N 0.285 1.450 2.708
N -0.441 -3.270 -1.575
N 1.478 0.170 0.158
N -2.202 -2.975 -2.773
N -1.139 3.353 2.608
N -1.750 -2.877 -1.593
C -0.445 -0.505 3.900
C -0.953 -0.421 0.155
C -1.896 1.384 3.683
C -1.196 -3.447 -3.598
C 1.146 -4.106 -3.386
C -1.006 5.544 1.684
C 1.222 4.808 0.313
C 0.749 6.077 0.142
C -0.391 6.453 0.859
C 0.487 0.188 3.192
C -1.209 -3.722 -4.969
C -0.881 2.055 2.978
C 0.282 -3.209 -0.356
C -0.477 4.255 1.790
C -0.039 -4.184 -5.520
C 2.673 -0.511 -0.059
C -0.049 -3.637 -2.836
C 0.496 -0.733 0.081
C -1.683 0.111 4.135
C 1.120 -4.375 -4.735
C 2.393 -1.814 -0.271
H -1.413 -0.522 -0.827
H 3.033 -2.655 -0.473
H -2.001 3.713 2.989
H -0.786 7.456 0.773
H 0.002 -4.413 -6.574
H -1.090 0.602 0.503
H -1.888 5.812 2.249
H -1.486 -1.105 0.814
H 2.115 4.474 -0.206
H 1.022 -4.007 -0.318
H -2.836 1.887 3.863
H 2.041 -4.264 -2.800
H -2.105 -3.579 -5.556
H 3.628 -0.012 -0.099
H -2.463 -0.408 4.674
H 1.465 -0.238 2.999
H -0.419 -3.326 0.469
H 2.015 -4.749 -5.213
H 1.252 6.761 -0.524
H -0.226 -1.496 4.268
```

Properties
- spin multiplicity = 1
- charge = +2

Results of the Löwdin charge analysis, in e, for atoms 1 through 5: 1.421 -0.082 0.025 -0.067 -0.063

---

# 3
# C21H21BrN7O11SeZr

A molecular structure, C21H21BrN7O11SeZr (ωB97M-V/def2-TZVPD, the OMol25 dataset).

```
63
Properties=species:S:1:pos:R:3
Zr 0.587 -0.015 -0.086
Br -6.614 -1.984 -1.357
Se -0.858 1.509 2.023
O 1.809 -1.632 -1.475
O -2.916 -2.288 2.236
O -2.034 2.533 1.649
O -1.087 -0.004 1.304
O 2.519 -3.596 -0.965
O 3.587 2.121 0.434
O -0.688 -1.370 -0.862
O -1.205 -3.470 1.590
O 0.534 1.790 1.121
O -0.533 1.332 3.591
O 2.661 0.081 0.550
N 2.252 -4.263 1.543
N 0.734 -1.300 2.788
N 1.948 -2.559 -0.667
N 1.637 1.325 -1.811
N 1.396 -2.299 0.519
N 1.353 -2.550 2.780
N -0.907 1.201 -1.295
C -1.997 -1.393 -0.784
C 2.896 1.278 -2.168
C -4.723 -1.718 -1.051
C -4.235 -0.450 -1.264
C -0.519 4.825 -2.138
C -2.792 -0.328 -1.172
C -4.016 -2.816 -0.631
C -2.184 -2.821 1.262
C -2.158 0.888 -1.515
C 2.902 3.554 -2.888
C -0.432 2.463 -1.674
C 3.521 0.995 0.892
C 0.782 4.842 -2.555
C 3.561 2.367 -2.759
C 4.516 0.515 1.935
C 1.685 -3.059 1.581
C -2.571 -2.679 -0.242
C 1.549 3.653 -2.494
C 0.947 2.483 -2.010
C -1.136 3.637 -1.691
C -3.878 -1.246 1.981
H -0.277 -1.399 2.727
H 3.405 4.429 -3.282
H 1.000 -0.760 3.601
H 4.598 2.264 -3.042
H 1.243 5.755 -2.908
H -1.960 -3.490 -0.661
H 3.420 0.354 -1.960
H -4.866 -1.685 1.860
H -4.856 0.399 -1.500
H 2.550 -4.697 2.397
H -3.842 -0.607 2.862
H -2.780 1.637 -2.008
H 3.979 0.261 2.850
H 5.008 -0.391 1.578
H 2.516 -4.629 0.641
H -1.096 5.741 -2.143
H -3.628 -0.656 1.108
H -4.468 -3.797 -0.632
H 1.067 -3.228 3.476
H -2.156 3.657 -1.332
H 5.251 1.288 2.141
```

Properties
- spin multiplicity = 1
- energy relative to the best compared isomer or geometry (same formula, charge and spin) (eV) = 4.115
- charge = -1

Results of the Löwdin charge analysis, in e, for atoms 1 through 5: 1.890 0.614 0.825 -0.037 -0.014

---

# 4
# C21H21ClF3INO3S

2 unconnected molecules or ions with the total composition C21H21ClF3INO3S (ωB97M-V/def2-TZVPD, the OMol25 dataset).

```
52
Properties=species:S:1:pos:R:3
I -2.396 -1.815 -3.938
Cl 0.282 -6.902 5.275
S -2.308 2.492 -1.255
F -4.798 2.859 -0.447
F -4.554 1.558 -2.228
F -4.326 3.745 -2.400
O -2.038 2.793 -3.000
O 2.899 1.134 0.915
O 2.873 -1.078 1.412
N 0.581 -0.680 2.813
C 1.063 -4.643 4.004
C -0.159 2.712 -4.418
C -1.621 -0.349 -2.590
C -0.244 -2.580 3.996
C 0.173 1.155 -1.982
C -1.277 1.877 -3.831
C -0.837 0.789 -2.890
C -0.370 -1.212 3.511
C 0.085 0.681 -0.681
C -1.016 -4.523 5.249
C -2.168 1.452 -4.970
C 0.896 -3.314 3.605
C 0.089 -5.265 4.805
C -0.914 -0.220 -0.304
C 0.969 0.251 2.028
C -1.741 -0.788 -1.279
C 4.865 2.265 0.252
C 2.327 0.016 1.423
C -4.086 2.687 -1.589
C 4.285 0.902 0.511
C -1.184 -3.196 4.862
H 1.937 -5.207 3.696
H 0.472 1.239 1.976
H -2.526 2.375 -5.471
H -2.047 -2.621 5.205
H 0.536 2.062 -4.956
H 0.787 1.115 0.021
H -2.454 -1.561 -1.035
H 1.656 -2.833 2.981
H 4.241 2.858 -0.431
H 5.874 2.187 -0.160
H -1.587 0.822 -5.655
H -0.560 3.440 -5.136
H 4.290 0.272 -0.390
H 0.938 1.900 -2.233
H -1.035 -0.536 0.721
H 4.818 0.381 1.322
H -3.013 0.864 -4.609
H 0.353 3.289 -3.646
H -1.734 -5.004 5.906
H -1.250 -0.630 3.828
H 4.951 2.786 1.209
```

Properties
- spin multiplicity = 1
- energy relative to the best compared isomer or geometry (same formula, charge and spin) (eV) = 0.196
- charge = -1

Results of the Löwdin charge analysis, in e, for atoms 1 through 5: 0.888 0.612 1.160 0.078 0.053

---

# 5
# C21H21F3N2O2

C21H21F3N2O2 in the gas phase (ωB97M-V/def2-TZVPD, the OMol25 dataset).

```
49
Properties=species:S:1:pos:R:3
F 5.796 1.542 -1.362
F 6.356 1.440 0.709
F 5.071 3.021 0.022
O -0.068 -1.341 1.685
O -0.655 0.122 -1.214
N -7.051 2.265 0.633
N -1.300 -2.028 -1.175
C 3.252 -1.362 0.503
C -6.696 2.229 -0.639
C 0.067 -2.461 -1.344
C 0.648 -2.916 0.013
C 5.325 1.713 -0.110
C 4.333 -0.530 0.280
C 1.971 -0.830 0.623
C -5.417 1.913 -1.068
C -2.939 -0.294 -0.612
C -4.820 1.659 1.219
C 2.862 1.383 0.288
C -0.252 -4.003 0.616
C 1.789 0.548 0.532
C -4.443 1.620 -0.120
C -6.127 1.986 1.538
C 0.769 -1.675 0.882
C -3.053 1.231 -0.521
C -1.531 -0.699 -1.010
C -1.723 -3.588 0.646
C -2.165 -3.100 -0.735
C 4.133 0.840 0.165
H 1.644 -3.326 -0.169
H -7.479 2.465 -1.349
H 3.422 -2.422 0.616
H -0.144 -4.909 0.013
H -5.178 1.901 -2.121
H 0.082 -4.230 1.630
H -4.102 1.443 1.996
H 0.793 0.949 0.619
H 0.644 -1.629 -1.751
H -6.456 2.029 2.568
H -3.204 -2.774 -0.717
H -3.175 -0.734 0.360
H -2.797 1.664 -1.489
H 5.329 -0.936 0.197
H 0.088 -3.299 -2.047
H 2.717 2.449 0.201
H -2.077 -3.915 -1.463
H -2.331 1.591 0.213
H -2.340 -4.434 0.953
H -1.853 -2.785 1.370
H -3.651 -0.675 -1.348
```

Properties
- spin multiplicity = 1
- energy relative to the best compared isomer or geometry (same formula, charge and spin) (eV) = 0.971
- charge = 0

Results of the Löwdin charge analysis, in e, for atoms 1 through 5: 0.139 0.138 0.141 0.126 0.061

---

Number 1: strongest force on any atom 1.460 eV/A, Kohn-Sham gap 8.88 eV. Number 2: strongest force on any atom 0.493 eV/A, Kohn-Sham gap 6.86 eV. Number 3: strongest force on any atom 0.741 eV/A, Kohn-Sham gap 4.52 eV. Number 4: strongest force on any atom 2.822 eV/A, Kohn-Sham gap 4.83 eV. Number 5: strongest force on any atom 0.552 eV/A, Kohn-Sham gap 9.53 eV.